Entry from the Open Molecules 2025 dataset: a molecular structure, C33H51BrN8O4Rb (the ωB97M-V functional and the def2-TZVPD basis).

Last column: Löwdin charge in e.
Cartesian coordinates (Å):
Rb -0.943 -1.078 -0.482  1.093
Br 4.598 3.341 1.726  0.727
O -2.924 -1.354 1.576  -0.272
O 0.634 -2.544 0.577  -0.346
O -0.348 -2.537 -2.790  -0.315
O -2.880 -2.607 -1.229  -0.304
N -1.415 0.449 -3.676  -0.162
N 5.308 -3.240 3.475  0.077
N -2.386 2.457 -0.336  0.047
N -0.026 1.550 1.307  0.059
N -2.393 1.382 -5.857  -0.157
N 6.063 -2.266 3.613  0.074
N -2.323 2.900 2.328  0.199
N 0.932 -1.034 2.850  0.095
C 5.688 -0.961 3.136  -0.280
C 1.629 -2.786 1.342  -0.396
C -3.779 -2.803 -0.144  -0.175
C 2.521 -3.848 1.148  -0.017
C -0.770 -0.181 -4.841  -0.145
C -3.464 0.860 -5.008  -0.147
C 5.241 -0.750 1.836  -0.019
C 5.914 0.121 3.974  -0.031
C -1.522 4.155 2.016  -0.253
C 0.459 2.901 0.994  -0.355
C -1.534 3.666 -0.473  -0.342
C -0.043 3.335 -0.385  -0.093
C 1.875 -1.955 2.525  -0.131
C -1.932 4.653 0.630  -0.093
C -2.353 -1.259 2.876  -0.092
C 1.063 -0.368 3.971  -0.176
C 4.002 -3.102 2.918  -0.269
C -0.028 3.862 2.077  -0.095
C -1.686 2.438 -5.139  -0.151
C -1.449 0.301 -6.149  -0.144
C 3.680 -3.985 1.914  -0.032
C -3.141 -2.719 1.228  -0.217
C 3.029 -2.146 3.322  -0.116
C 3.111 -1.424 4.533  -0.005
C -2.058 -3.741 -1.533  -0.201
C 2.127 -0.540 4.870  -0.044
C 5.083 1.593 2.291  -0.686
C 4.935 0.531 1.411  -0.114
C 0.954 -3.105 -2.670  -0.078
C 5.593 1.407 3.563  -0.121
C -1.383 -3.502 -2.867  -0.192
C -2.860 0.194 -3.743  -0.154
C -1.198 1.900 -3.767  -0.165
H 0.251 3.486 3.067  0.130
H 0.504 4.234 -0.680  0.136
H 0.307 1.263 2.226  0.045
H -4.532 -2.018 -0.228  0.138
H -1.780 4.891 2.777  0.152
H -3.010 -0.887 -3.746  0.108
H -1.753 2.373 -2.952  0.083
H -1.950 1.639 -0.745  0.042
H 5.743 2.250 4.223  0.103
H -0.848 2.767 -5.756  0.119
H -2.422 2.389 1.402  0.102
H 3.942 -1.601 5.202  0.120
H -4.122 1.692 -4.746  0.116
H 1.183 -3.714 -3.548  0.099
H -1.330 -1.642 2.884  0.072
H -2.002 -0.508 -6.629  0.119
H 6.326 -0.052 4.961  0.121
H 0.289 0.086 -4.816  0.123
H 0.208 2.574 -1.131  0.114
H 5.110 -1.589 1.164  0.125
H 4.392 -4.771 1.689  0.118
H -2.334 -0.203 3.148  0.073
H 1.045 -3.699 -1.758  0.077
H -1.295 -3.898 -0.759  0.114
H -0.996 -4.451 -3.251  0.137
H -4.054 0.147 -5.587  0.118
H -0.135 2.105 -3.613  0.114
H 1.552 2.946 0.985  0.108
H -3.814 -3.179 1.961  0.138
H -1.427 5.606 0.462  0.136
H -3.274 2.592 -0.806  0.106
H 0.268 0.337 4.223  0.093
H -4.280 -3.770 -0.255  0.135
H -2.691 -4.632 -1.597  0.140
H -1.845 2.295 2.990  0.136
H -2.190 -3.267 1.259  0.128
H -0.714 0.665 -6.869  0.118
H -1.712 4.129 -1.446  0.136
H -3.244 3.131 2.695  0.166
H 2.155 0.008 5.802  0.106
H 0.486 4.819 1.964  0.138
H 0.444 0.875 0.715  0.034
H 1.660 -2.279 -2.613  0.099
H -2.130 -3.130 -3.574  0.127
H 4.583 0.703 0.402  0.101
H -3.006 4.859 0.591  0.128
H -2.357 3.292 -5.016  0.115
H -0.830 -1.261 -4.722  0.099
H 2.320 -4.539 0.338  0.103
H -2.963 -1.801 3.604  0.100
H -3.328 0.577 -2.829  0.105

Output
- LUMO energy: -2.8 eV
- E_HOMO: -8.560 eV
- 2S+1: 1
- Gap between HOMO and LUMO: 0.21151 Ha
- Energy relative to the best compared isomer or geometry (same formula, charge and spin): 44.97 kcal per mole
- Total charge: +1


Entry from the Open Molecules 2025 dataset: a single C4H10NO2 molecule (the ωB97M-V functional and the def2-TZVPD basis).

Last column: Löwdin spin population.
Cartesian coordinates (Å):
O 0.800 1.029 -2.564  0.029
O 0.489 -1.398 2.068  0.042
N 1.463 -0.443 -0.368  0.740
C 0.076 1.271 -1.300  0.052
C 0.080 -0.009 -0.470  0.070
C -0.855 0.217 0.692  0.019
C -0.793 -0.877 1.760  0.003
H -0.583 1.148 1.201  0.000
H 1.069 -1.141 1.253  0.007
H 1.918 -1.221 -0.954  0.016
H 1.505 0.456 -2.118  0.010
H -1.269 -0.545 2.688  0.003
H -0.354 -0.722 -1.209  0.005
H -1.326 -1.746 1.351  0.000
H -0.866 1.643 -1.672  0.002
H -1.876 0.294 0.322  0.000
H 0.524 2.044 -0.680  0.000

Output
- LUMO energy (spin up / spin down): 0.7 / -1.9 eV
- E_HOMO (spin up / spin down): -10.061 / -10.018 eV
- 2S+1: 2
- Gap between HOMO and LUMO (spin up / spin down): 0.39611 / 0.29710 Ha
- Energy relative to the best compared isomer or geometry (same formula, charge and spin): 48.33 kcal per mole
- Total charge: 0


Entry from the Open Molecules 2025 dataset: a single C5H6N2S molecule (the ωB97M-V functional and the def2-TZVPD basis).

Last column: natural (NBO) charge in e.
Cartesian coordinates (Å):
S 1.308 0.050 2.613  0.041
N 0.119 -0.286 0.262  -0.396
N -0.674 0.917 -1.750  -0.183
C 0.922 -0.881 -1.805  -0.307
C 0.058 0.097 -2.375  -0.066
C -1.205 0.835 1.909  -0.690
C -0.015 0.192 1.433  0.174
C 1.011 -0.968 -0.526  0.041
H -2.172 0.579 1.398  0.248
H -0.916 1.867 1.808  0.253
H 1.340 -1.543 -2.429  0.218
H -0.041 0.056 -3.500  0.204
H -1.478 0.757 2.988  0.247
H 1.742 -1.672 -0.025  0.218

Output
- LUMO energy (spin up / spin down): -2.6 / -0.2 eV
- E_HOMO (spin up / spin down): -8.471 / -8.954 eV
- 2S+1: 1
- Gap between HOMO and LUMO (spin up / spin down): 0.21466 / 0.32090 Ha
- Energy relative to the best compared isomer or geometry (same formula, charge and spin): 121.18 kcal per mole
- Total charge: 0


Entry from the Open Molecules 2025 dataset: a molecular structure, C2H3O2 (the ωB97M-V functional and the def2-TZVPD basis).

Last column: natural (NBO) charge in e.
Cartesian coordinates (Å):
O -0.243 0.773 0.503  -0.378
O 0.561 -0.832 -0.304  -0.386
C 0.443 -0.247 0.895  0.645
C -0.224 0.232 -0.820  0.195
H -1.376 -0.016 -0.920  0.247
H 0.752 -0.573 2.424  0.403
H 0.086 0.664 -1.778  0.273

Output
- LUMO energy: -6.2 eV
- E_HOMO: -19.137 eV
- 2S+1: 1
- Gap between HOMO and LUMO: 0.47501 Ha
- Energy relative to the best compared isomer or geometry (same formula, charge and spin): 66.69 kcal per mole
- Total charge: +1


Entry from the Open Molecules 2025 dataset: a gas-phase ion, C15H19N4O3S (charge -1) (the ωB97M-V functional and the def2-TZVPD basis).

Last column: natural (NBO) charge in e.
Cartesian coordinates (Å):
S -1.805 4.239 -0.190  0.065
O -2.419 1.863 0.810  -0.588
O -4.222 2.664 -5.007  -0.685
O -4.845 2.691 0.098  -0.586
N -4.525 3.863 2.022  -0.476
N -4.094 1.910 -2.778  -0.691
N -4.794 4.127 -2.061  -0.203
N -4.843 4.074 -3.351  -0.480
C -4.656 2.677 2.846  -0.409
C -0.207 2.586 1.332  -0.716
C -1.564 2.746 0.720  0.401
C -4.345 5.143 -1.399  0.019
C -3.737 4.840 -0.086  -0.308
C -4.367 6.513 -1.984  -0.675
C -2.491 -1.940 -3.252  -0.282
C -3.371 0.097 -4.236  -0.295
C -3.157 -0.102 -1.818  -0.291
C -3.551 0.639 -2.952  0.274
C -4.364 2.811 -3.791  0.743
C -4.450 3.718 0.651  0.701
C -4.860 5.127 2.652  -0.400
C -2.858 -1.193 -4.378  -0.208
C -2.637 -1.387 -1.967  -0.213
H -2.362 -1.954 -1.074  0.199
H -2.090 -2.948 -3.371  0.192
H -4.717 6.429 -3.023  0.253
H -0.334 1.947 2.213  0.232
H -4.134 1.862 2.345  0.253
H -4.031 5.480 3.289  0.184
H -5.704 2.391 3.014  0.179
H -5.050 7.175 -1.429  0.189
H -3.627 5.760 0.508  0.215
H 0.248 3.536 1.619  0.226
H -2.766 -1.598 -5.386  0.197
H 0.443 2.071 0.611  0.242
H -3.363 6.957 -1.978  0.195
H -5.059 5.890 1.884  0.212
H -5.762 5.005 3.277  0.190
H -4.179 2.868 3.815  0.181
H -4.338 2.206 -1.822  0.461
H -3.256 0.385 -0.842  0.239
H -3.628 0.699 -5.104  0.266

Output
- LUMO energy: 2.7 eV
- E_HOMO: -3.293 eV
- 2S+1: 1
- Gap between HOMO and LUMO: 0.21931 Ha
- Energy relative to the best compared isomer or geometry (same formula, charge and spin): 5.53 kcal per mole
- SMILES: CC(=O)S[C@H](C(=O)N(C)C)/C(C)=N/N=C(/[O-])Nc1ccccc1
- Total charge: -1


Entry from the Open Molecules 2025 dataset: a molecular structure, C19H20Cl3F2MnNSSi2 (the ωB97M-V functional and the def2-TZVPD basis).

Last column: Löwdin spin population.
Cartesian coordinates (Å):
Mn 2.487 2.714 -2.058  2.986
Cl -1.712 0.517 -1.106  0.002
Cl -5.799 0.660 1.099  0.000
Cl -3.654 3.515 -0.522  0.000
S 3.934 1.755 -3.485  0.000
Si -3.714 0.979 1.026  0.000
Si 0.427 1.526 -1.136  0.017
F 3.795 5.234 -2.652  -0.013
F 2.480 4.512 -0.948  0.033
N 2.544 0.847 -1.032  -0.008
C -0.119 0.224 -3.541  0.002
C 3.019 -1.341 0.531  0.010
C -2.911 -0.850 4.592  0.000
C -3.726 -1.197 5.660  0.000
C 1.929 -0.556 0.779  -0.001
C -0.266 -0.088 -2.072  -0.001
C -3.469 0.281 -0.635  0.000
C 1.686 0.545 -0.068  0.020
C -4.722 -2.149 5.493  0.000
C -4.919 -2.741 4.253  0.000
C 3.598 0.036 -1.371  0.000
C 4.956 -1.925 -0.926  0.008
C 2.603 4.636 -2.440  -0.060
C -4.103 -2.397 3.184  0.000
C 4.351 0.344 -2.528  -0.003
C 5.386 -0.510 -2.844  0.008
C -3.098 -1.456 3.357  0.000
C 5.690 -1.626 -2.044  -0.001
C 3.873 -1.093 -0.576  -0.001
H -3.586 -0.724 6.624  0.000
H 5.191 -2.785 -0.313  0.000
H -3.981 0.127 -1.582  0.000
H 0.838 0.711 -3.751  0.003
H -2.403 -1.261 2.549  0.000
H 6.522 -2.259 -2.325  0.000
H 1.820 5.352 -2.691  -0.004
H -5.352 -2.424 6.329  0.000
H -2.045 1.340 -2.277  0.000
H 0.173 -0.933 -1.561  0.000
H -5.709 -3.469 4.120  0.000
H -0.192 -0.670 -4.167  0.000
H -4.268 -2.841 2.210  0.000
H 1.251 -0.775 1.593  0.000
H -0.898 0.916 -3.878  0.000
H 3.224 -2.200 1.159  0.001
H -1.304 -0.371 -0.069  0.000
H -3.651 2.265 -0.949  0.000
H -2.153 -0.086 4.711  0.000
H 5.978 -0.310 -3.728  0.000

Output
- LUMO energy (spin up / spin down): -1.2 / -1.3 eV
- E_HOMO (spin up / spin down): -7.977 / -7.855 eV
- 2S+1: 4
- Gap between HOMO and LUMO (spin up / spin down): 0.24736 / 0.24183 Ha
- Total charge: 0